1.
C17H19NO | wB97M-V/def2-TZVPD

ΔE to the lowest compared entry with this formula, charge and spin in kJ/mol: 318.8
LUMO level in eV: 0.80
Orbital gap in eV: 8.6
Strongest force on any atom in eV Å⁻¹: 3.04
Total charge: 0

Structure (XYZ):
```
38
Properties=species:S:1:pos:R:3:forces:R:3:nbo_charge:R:1
C 2.94576 0.98543 -1.00809 1.51 -0.30 -0.32 -0.64
C 1.56037 1.51581 -1.06304 0.45 1.48 0.77 -0.12
C 1.33962 2.82338 -0.70114 0.89 2.86 -0.38 -0.02
N 0.03978 3.22996 -1.00578 0.05 -2.02 0.49 -0.53
C -0.62311 2.09585 -1.44876 0.45 -0.57 -2.36 0.10
C -1.84689 1.92449 -2.11748 -2.41 1.85 -0.10 -0.22
C -2.12964 0.88643 -2.97974 1.05 -0.17 1.75 -0.22
C -1.15437 -0.11733 -3.06410 0.12 -1.45 -2.24 -0.22
C 0.08287 -0.04855 -2.47355 0.27 0.82 1.87 -0.20
C 0.34314 1.04812 -1.61213 -0.71 0.57 -0.69 -0.07
H 3.55804 1.57958 -1.73187 -0.16 -0.51 0.69 0.22
H 3.12864 -0.06199 -1.25753 -0.63 -0.03 -0.34 0.22
H 3.41910 1.03184 -0.00712 -0.39 0.48 -0.40 0.22
H 2.07684 3.72950 -0.54591 -1.33 -2.41 0.17 0.21
H -0.38607 4.10527 -0.78955 -0.04 0.24 0.17 0.42
H -2.73337 2.61925 -2.03813 1.44 -0.19 0.26 0.21
H -3.11305 0.82725 -3.43839 0.37 -0.13 -0.04 0.22
H -1.33872 -0.91005 -3.81286 0.13 0.21 0.66 0.21
H 0.92751 -0.74270 -2.48868 -0.72 -0.29 -0.68 0.22
C 2.44611 -2.16985 1.80443 -0.60 -0.64 -0.77 -0.60
C 1.14675 -2.37408 2.58103 0.42 -1.49 0.18 -0.42
C -0.07497 -1.63312 2.12273 -0.94 0.75 -0.07 -0.03
C -0.07614 -0.52224 1.25938 2.37 0.03 0.27 -0.21
C -1.24113 -0.01949 0.75580 -0.87 2.10 -0.26 -0.24
C -2.48879 -0.57496 1.08904 0.84 1.32 -0.48 0.26
O -3.57036 0.22415 0.67935 -0.11 -0.65 0.99 -0.70
C -2.55058 -1.66942 1.90965 2.51 -0.29 1.12 -0.27
C -1.32425 -2.15609 2.46838 -0.30 -0.36 -1.25 -0.19
H 2.31078 -2.42885 0.73142 0.08 0.21 0.56 0.20
H 3.28027 -2.79187 2.18954 -0.52 0.58 -0.05 0.22
H 2.63279 -1.11766 1.86777 0.87 0.61 -0.07 0.20
H 0.75908 -3.38251 2.37338 0.79 -0.27 0.57 0.21
H 1.44275 -2.32566 3.65756 -0.87 0.23 -0.59 0.22
H 0.92977 -0.03092 1.01704 -1.69 -0.67 0.23 0.22
H -1.25963 1.01736 0.23111 -0.04 -2.49 1.00 0.24
H -3.73783 0.70392 1.50726 -0.51 0.09 -0.57 0.47
H -3.38079 -2.15634 2.32208 -1.62 -0.24 -0.09 0.22
H -1.34029 -3.11390 3.01691 -0.16 0.72 -0.01 0.20
```
Positions in Å, forces in eV/Å.

2.
C46H54ClNO9P2SSiSn | wB97M-V/def2-TZVPD

ΔE to the lowest compared entry with this formula, charge and spin in kJ/mol: 46.7
LUMO level in eV: 3.85
Orbital gap in eV: 6.2
Strongest force on any atom in eV Å⁻¹: 1.13
Total charge: -2

Structure (XYZ):
```
116
Properties=species:S:1:pos:R:3:forces:R:3:mulliken_charge:R:1
Sn -2.00947 0.58232 0.87080 0.03 0.10 0.53 0.79
O -0.27975 -3.16998 3.00162 -0.10 -0.06 0.04 -0.80
C -0.86115 -2.15216 2.60346 0.19 -0.11 -0.25 -0.24
O -0.66043 -1.53015 1.51977 -0.54 -0.18 -0.02 0.42
C -1.89854 -1.53939 3.53532 0.05 -0.03 0.11 0.02
C -2.12259 -2.05870 4.80188 -0.04 -0.07 0.05 -0.82
C -3.04384 -1.43230 5.62707 0.00 0.04 -0.14 -0.43
C -3.69892 -0.30113 5.16640 0.00 -0.01 0.06 -0.65
C -3.40323 0.16520 3.89350 -0.11 0.20 0.05 0.19
N -2.52997 -0.45133 3.10835 -0.01 -0.06 -0.19 0.57
C -4.03795 1.45116 3.34898 -0.17 0.10 0.14 0.12
O -4.79156 2.06156 4.11187 0.03 -0.10 -0.03 -0.78
O -3.70666 1.76336 2.17014 0.32 -0.22 -0.41 -0.44
H -1.56231 -2.92931 5.11102 0.02 -0.02 -0.07 0.54
H -3.24481 -1.81826 6.62009 0.01 0.00 0.00 0.40
H -4.42216 0.24251 5.75710 0.01 0.04 -0.02 0.53
C -1.80205 2.61738 -3.11743 0.00 -0.20 0.20 -1.49
C -1.05551 1.28981 -2.98250 0.16 0.24 -0.31 1.77
C -0.93213 0.61999 -4.35435 -0.11 -0.07 0.27 -1.63
C 0.32389 1.52470 -2.37986 -0.20 -0.13 0.15 -1.06
O -1.75915 0.43075 -2.07055 0.12 0.06 -0.21 1.44
Si -3.13272 -0.44389 -2.27696 -0.33 -0.12 0.58 -0.21
S -3.79147 -0.97006 -0.36018 -0.03 0.06 -0.30 -1.06
O -4.13837 0.50899 -3.15694 -0.18 0.14 -0.01 0.75
C -5.51075 0.42895 -3.52044 -0.15 0.10 -0.18 1.58
C -6.22951 -0.75479 -2.87591 0.27 0.06 0.01 -1.48
C -5.56475 0.28857 -5.04411 0.08 0.03 0.18 -1.69
C -6.15350 1.74121 -3.07011 0.13 -0.14 0.02 -1.71
O -2.92615 -1.71698 -3.30032 -0.01 -0.11 -0.17 -0.32
C -2.35604 -3.00419 -3.10142 0.11 -0.32 0.02 2.32
C -3.40744 -3.91843 -2.46753 0.04 0.21 -0.07 -1.82
C -1.11968 -2.92638 -2.21018 -0.15 0.15 -0.03 -1.49
C -1.99076 -3.51849 -4.49583 -0.05 0.16 0.11 -2.01
H -1.28578 3.27077 -3.82265 0.02 0.03 0.01 0.48
H -1.84788 3.11011 -2.14641 0.02 0.06 0.02 0.06
H -2.81606 2.43156 -3.46266 -0.04 0.07 -0.08 0.07
H -0.39016 1.27377 -5.03938 0.01 0.01 -0.02 0.51
H -1.92539 0.41643 -4.75603 0.01 -0.01 -0.11 0.17
H -0.39486 -0.32589 -4.26130 0.01 -0.02 -0.04 0.17
H 0.92507 2.16407 -3.02906 0.00 0.02 -0.02 0.54
H 0.82487 0.56413 -2.24626 0.07 -0.04 -0.04 -0.12
H 0.21976 1.99320 -1.39997 0.04 0.06 0.02 -0.01
H -5.78520 -1.68927 -3.22236 -0.05 -0.07 -0.01 0.17
H -7.28955 -0.73623 -3.13443 -0.01 -0.01 -0.03 0.52
H -6.11195 -0.71265 -1.79584 -0.11 -0.01 0.07 0.26
H -5.02352 -0.61160 -5.33818 0.00 -0.02 -0.03 0.22
H -5.09232 1.15001 -5.51833 0.01 0.02 -0.02 0.30
H -6.59935 0.21355 -5.38445 -0.03 0.01 -0.04 0.44
H -6.08296 1.81461 -1.98464 -0.03 0.05 0.02 0.34
H -7.20316 1.79114 -3.36638 -0.03 -0.01 -0.01 0.41
H -5.61755 2.58506 -3.50603 0.00 0.02 0.00 0.33
H -3.73698 -3.47369 -1.52913 -0.01 -0.10 0.06 0.20
H -2.99565 -4.91147 -2.27989 0.01 -0.02 0.01 0.48
H -4.26915 -4.00900 -3.13279 -0.02 -0.02 -0.02 0.40
H -1.39719 -2.56716 -1.21734 0.07 -0.07 0.07 0.04
H -0.39259 -2.22669 -2.62485 0.05 -0.02 -0.04 -0.01
H -0.65157 -3.90682 -2.11706 0.04 -0.02 0.04 0.85
H -2.87183 -3.48084 -5.13896 -0.03 -0.03 -0.01 0.41
H -1.62895 -4.54707 -4.44908 0.04 -0.01 0.01 0.37
H -1.22180 -2.88419 -4.93922 0.05 -0.01 0.00 0.38
C 3.37381 0.34381 0.34211 -0.40 0.29 0.26 -1.71
P 1.57851 -0.28048 0.61753 1.06 0.38 -0.10 0.92
C 1.94459 -1.90491 -0.17972 -0.11 -0.10 0.03 0.93
C 1.63378 -3.14844 0.36910 0.01 0.05 0.06 0.20
C 1.89519 -4.31600 -0.33514 -0.04 -0.10 0.01 -0.89
C 2.45796 -4.27726 -1.60154 0.00 0.02 0.00 -0.64
C 2.74106 -3.04504 -2.17194 0.07 -0.05 -0.06 -0.74
C 2.47696 -1.87877 -1.47274 0.01 0.05 0.03 -0.82
C 1.69388 -0.52332 2.43031 0.02 -0.09 -0.08 1.21
C 2.40215 -1.53273 3.06633 0.06 0.10 0.04 -0.38
C 2.30092 -1.69625 4.44080 0.12 -0.08 0.02 -1.10
C 1.48230 -0.86543 5.18553 0.06 0.02 0.08 -0.70
C 0.79969 0.16966 4.56165 0.04 0.11 0.10 -0.74
C 0.92040 0.34913 3.19545 -0.01 0.09 -0.06 -0.55
P 3.80347 2.01803 1.01004 0.05 -0.23 0.02 -0.05
C 4.45889 1.65434 2.70017 -0.19 -0.11 -0.09 0.32
C 3.90419 2.31305 3.79059 -0.07 -0.06 -0.06 -0.10
C 4.37037 2.06590 5.07444 -0.02 0.01 0.12 -0.49
C 5.39919 1.16175 5.27748 -0.01 0.04 0.09 -0.42
C 5.97098 0.51237 4.19278 0.08 -0.08 -0.06 -0.69
C 5.50817 0.76282 2.91288 -0.04 -0.08 0.08 -0.42
C 5.48714 2.23467 0.27699 -0.16 0.18 -0.28 0.15
C 6.21905 3.32865 0.74638 0.01 -0.01 0.01 -0.46
C 7.46449 3.63593 0.23007 0.00 -0.01 0.01 -0.61
C 8.00443 2.85625 -0.78631 0.04 0.00 -0.03 -0.43
C 7.28722 1.77417 -1.26835 0.11 0.01 -0.05 -0.65
C 6.03727 1.46731 -0.74512 -0.06 -0.03 0.08 -0.06
H 3.44806 0.47850 -0.73880 0.08 -0.04 0.02 0.49
H 4.10744 -0.39755 0.67215 -0.04 -0.08 -0.11 0.81
H 1.16428 -3.20540 1.34180 -0.06 -0.03 0.03 -0.01
H 1.63586 -5.26762 0.11440 0.01 0.00 0.01 0.44
H 2.65991 -5.19189 -2.14632 0.00 -0.01 0.01 0.35
H 3.17826 -2.99011 -3.16234 -0.06 0.02 -0.03 0.40
H 2.68374 -0.93094 -1.95443 0.00 -0.01 -0.04 0.00
H 3.01142 -2.21482 2.48667 0.01 -0.02 0.00 0.48
H 2.83934 -2.50308 4.92384 -0.01 -0.01 0.01 0.39
H 1.36740 -1.02737 6.25126 0.02 0.01 -0.01 0.39
H 0.15818 0.82413 5.14062 0.00 0.02 -0.03 0.42
H 0.38048 1.15085 2.69834 -0.03 0.00 0.02 0.58
H 3.09032 3.00877 3.62825 -0.04 0.00 0.01 0.40
H 3.91519 2.56798 5.91893 -0.01 0.02 0.00 0.42
H 5.75487 0.95754 6.28018 -0.01 0.01 0.01 0.35
H 6.77437 -0.19855 4.34694 0.01 0.01 0.00 0.38
H 5.96612 0.25743 2.06997 -0.01 -0.01 -0.01 0.33
H 5.79036 3.93822 1.53441 0.04 0.04 0.00 0.35
H 8.01544 4.48651 0.61285 -0.01 0.01 0.00 0.37
H 8.97353 3.09953 -1.20434 0.01 -0.01 0.01 0.34
H 7.70148 1.16105 -2.06029 -0.01 0.00 0.00 0.38
H 5.49782 0.61526 -1.13828 0.01 0.00 0.01 0.40
Cl -3.18317 5.80239 -0.59167 -0.20 0.33 -0.24 -0.29
C -2.80338 4.37034 0.39075 0.44 -0.32 0.30 0.31
C -1.26921 4.15080 0.55088 -0.06 0.11 -0.07 0.09
O -0.54501 5.13971 0.66353 -0.04 -0.02 0.01 -0.77
O -0.93645 2.92751 0.57915 -0.09 0.08 0.04 -0.26
H -3.28003 3.50768 -0.06648 -0.01 0.06 -0.02 -0.22
H -3.23154 4.52766 1.37825 -0.06 -0.06 -0.03 0.32
```
Positions in Å, forces in eV/Å.